[1]
Density functional theory data (ωB97M-V with the def2-TZVPD basis set) for a cluster of 2 separate species, C6H13O2 in total.

Properties
Strongest force on any atom   0.99 eV/Å
Gap between HOMO and LUMO   7.9 eV
Total charge   -1
Energy above the lowest of the compared OMol25 structures with the same formula, charge and spin   0.4560 eV
Calculated total energy   -10529.24879 eV
LUMO level   3.9 eV

```
21
C6H13O2 | the OMol25 dataset | ωB97M-V with the def2-TZVPD basis set
O 0.087 1.402 1.933
H 1.725 -0.706 3.232
H 0.307 -1.237 -1.544
C -1.730 -0.409 -1.387
H 3.818 0.511 2.296
C 0.338 0.180 1.859
H 2.677 1.655 1.557
C -0.601 -1.116 -2.148
H 2.715 1.431 3.298
H -2.422 -1.159 -0.998
H 2.145 -0.978 1.511
H -2.742 1.468 -1.684
O -0.419 -0.760 1.522
C 1.800 -0.249 2.242
H -3.518 0.176 -2.575
C -2.543 0.558 -2.262
H -0.258 -0.558 -3.021
H -2.001 0.887 -3.150
C 2.804 0.917 2.339
H -0.881 -2.126 -2.477
H -1.300 0.111 -0.542
```

=====

[2]
Density functional theory data (ωB97M-V with the def2-TZVPD basis set) for a cluster of 2 separate species, C6H13O2S in total.

Properties
Strongest force on any atom   3.15 eV/Å
Gap between HOMO and LUMO (spin up / spin down)   9.0 / 4.9 eV
Multiplicity   2
Energy above the lowest of the compared OMol25 structures with the same formula, charge and spin   0.0000 eV
Calculated total energy   -21360.12302 eV
LUMO level (spin up / spin down)   0.7 / -3.4 eV

```
22
C6H13O2S | the OMol25 dataset | ωB97M-V with the def2-TZVPD basis set
H 0.910 1.227 -3.144
S -0.179 2.352 -1.384
H -1.631 1.816 0.589
H -0.738 -0.616 2.547
C -0.580 2.013 0.377
C -1.030 0.365 -3.176
H 1.824 -2.380 2.326
H -0.720 -0.272 -4.009
H -1.667 -0.130 -2.423
H 0.909 0.081 2.259
C 0.305 -0.829 2.126
H -0.033 1.254 0.949
H 1.382 -1.635 3.732
C 0.231 0.890 -2.368
C 0.921 -2.013 2.823
O -0.658 -1.603 -0.026
H -0.230 3.001 0.716
H 0.653 0.143 -1.692
O 1.363 -0.985 -0.001
H -1.529 1.222 -3.622
C 0.261 -1.057 0.598
H 0.235 -2.843 2.802
```

=====

[3]
Density functional theory data (ωB97M-V with the def2-TZVPD basis set) for a structure of composition C6H13O4Pt.

Properties
Strongest force on any atom   7.75 eV/Å
Gap between HOMO and LUMO (spin up / spin down)   5.0 / 8.1 eV
Multiplicity   4
Energy above the lowest of the compared OMol25 structures with the same formula, charge and spin   0.0000 eV
Calculated total energy   -17860.25299 eV
LUMO level (spin up / spin down)   0.7 / 0.0 eV

```
24
C6H13O4Pt | the OMol25 dataset | ωB97M-V with the def2-TZVPD basis set
O 0.200 -1.898 -0.088
C 2.915 -1.097 -0.040
O -1.651 -0.014 -0.295
H 3.894 -0.885 -0.491
H 2.374 -1.913 -0.529
H -3.049 1.486 0.087
C -1.123 -2.275 0.082
H 2.840 1.961 -0.602
C 2.660 1.255 0.210
O 0.159 1.829 -0.848
H -3.052 -1.318 0.523
O 2.092 0.067 -0.159
Pt 0.277 -0.055 -0.573
C -1.171 2.220 -0.797
C -1.973 -1.101 0.564
H -1.702 -0.828 1.599
H -1.645 2.186 -1.802
H -1.295 3.256 -0.422
C -1.964 1.305 0.136
H -1.590 1.438 1.197
H 3.036 -1.355 1.021
H -1.239 -3.090 0.823
H 2.570 1.475 1.272
H -1.564 -2.649 -0.867
```

=====

[4]
Density functional theory data (ωB97M-V with the def2-TZVPD basis set) for a structure of composition C6H13O4Rb.

Properties
Strongest force on any atom   5.18 eV/Å
Gap between HOMO and LUMO   4.9 eV
Calculated total energy   -15275.84615 eV
LUMO level   -1.0 eV

```
24
C6H13O4Rb | the OMol25 dataset | ωB97M-V with the def2-TZVPD basis set
H 0.059 3.446 -0.478
H -0.787 -2.604 0.240
C -2.376 -1.278 -0.425
H 3.868 0.068 1.136
H -1.185 2.374 -1.227
H -2.354 -2.957 0.931
Rb -3.698 2.387 2.116
O 0.523 1.425 -0.527
C -1.860 -2.656 -0.006
H 1.397 -0.735 -0.531
H -1.732 -0.857 -1.230
C 1.936 -0.579 0.411
H -3.353 -1.440 -0.933
C 3.336 -0.053 0.183
C -0.108 2.563 -1.108
H 3.321 0.907 -0.347
O -0.216 1.972 1.523
O 1.146 0.283 1.252
H 0.365 2.701 -2.085
H 3.889 -0.777 -0.432
H -2.036 -3.407 -0.793
C 0.259 1.130 0.742
O -2.347 -0.383 0.630
H 1.954 -1.529 0.957
```

=====

[5]
Density functional theory data (ωB97M-V with the def2-TZVPD basis set) for a structure of composition C6H13O4Sn.

Properties
Strongest force on any atom   7.88 eV/Å
Gap between HOMO and LUMO (spin up / spin down)   5.1 / 6.3 eV
Multiplicity   2
Energy above the lowest of the compared OMol25 structures with the same formula, charge and spin   0.7206 eV
Calculated total energy   -20446.86721 eV
LUMO level (spin up / spin down)   -0.4 / -0.4 eV

```
24
C6H13O4Sn | the OMol25 dataset | ωB97M-V with the def2-TZVPD basis set
H 1.518 3.750 -2.520
H -0.370 3.419 -0.931
C -1.836 -0.916 -4.428
H -2.619 1.411 -0.654
O 0.494 2.545 -3.784
C 0.552 3.326 -2.845
H -2.869 -1.140 -4.732
H -0.933 4.629 -2.080
C 0.038 -1.009 -1.102
C -2.577 0.236 -2.449
C -0.659 3.562 -1.988
H -1.458 -1.751 -3.820
H -0.914 1.305 -1.139
C -1.944 1.214 -1.498
Sn -1.518 2.148 -4.349
O -1.804 0.272 -3.651
H -2.505 -0.771 -1.998
O -1.156 -0.842 -0.433
H 0.591 -1.926 -0.794
O -1.694 2.695 -2.354
H -1.167 -0.747 -5.278
H 0.694 -0.108 -1.021
H -0.073 -1.022 -2.214
H -3.639 0.445 -2.650
```

=====

[6]
Density functional theory data (ωB97M-V with the def2-TZVPD basis set) for a cluster of 2 separate species, C6H13P in total.

Properties
Strongest force on any atom   5.24 eV/Å
Gap between HOMO and LUMO (spin up / spin down)   8.8 / 7.4 eV
Energy above the lowest of the compared OMol25 structures with the same formula, charge and spin   5.5782 eV
Calculated total energy   -15715.41300 eV
LUMO level (spin up / spin down)   -0.1 / 0.0 eV

```
20
C6H13P | the OMol25 dataset | ωB97M-V with the def2-TZVPD basis set
C 2.251 -0.525 -1.377
H 2.466 -1.702 1.670
H -0.573 2.457 -0.964
C 0.236 0.756 -0.014
H -1.667 0.494 1.243
P 0.936 -0.900 -0.039
H -4.235 -0.524 -0.419
C 1.986 -0.697 1.481
H 3.020 -1.361 -1.297
C -0.838 1.217 0.758
H 1.586 -0.325 2.440
C -0.771 1.439 -0.737
H 1.848 -0.490 -2.450
H -1.462 0.933 -1.335
H -0.747 2.177 1.403
H -3.431 -2.078 0.163
H 2.509 0.551 -1.142
H 2.828 0.078 1.203
H -2.587 -0.465 -0.483
C -3.357 -1.036 -0.104
```

=====

[7]
Density functional theory data (ωB97M-V with the def2-TZVPD basis set) for a cluster of 2 separate species, C6H13P in total.

Properties
Strongest force on any atom   3.71 eV/Å
Gap between HOMO and LUMO (spin up / spin down)   7.2 / 8.4 eV
Energy above the lowest of the compared OMol25 structures with the same formula, charge and spin   4.4274 eV
Calculated total energy   -15716.56381 eV
LUMO level (spin up / spin down)   -0.7 / 0.2 eV

```
20
C6H13P | the OMol25 dataset | ωB97M-V with the def2-TZVPD basis set
H -0.489 -2.094 -1.492
H -2.682 -1.123 -0.571
H -2.403 -0.326 0.892
H -0.096 1.617 -1.228
H -0.055 1.517 0.784
H 3.166 1.930 1.721
H 0.206 0.202 -2.361
P 3.366 -0.207 0.433
C -0.778 -0.144 -0.349
C 3.356 0.815 1.726
C -0.194 0.420 0.887
H -0.506 -2.201 0.309
H -0.316 0.022 1.906
C -0.426 0.666 -1.605
H -1.395 0.828 -2.183
C -0.241 -1.550 -0.522
H 0.899 -1.384 -0.478
C -2.334 -0.132 -0.118
H -2.737 0.798 -0.456
H 3.657 0.346 2.704
```

=====

[8]
Density functional theory data (ωB97M-V with the def2-TZVPD basis set) for a cluster of 2 separate species, C6H13P in total.

Properties
Strongest force on any atom   5.48 eV/Å
Gap between HOMO and LUMO (spin up / spin down)   6.9 / 7.8 eV
Multiplicity   3
Energy above the lowest of the compared OMol25 structures with the same formula, charge and spin   0.6099 eV
Calculated total energy   -15715.92036 eV
LUMO level (spin up / spin down)   1.0 / -1.8 eV

```
20
C6H13P | the OMol25 dataset | ωB97M-V with the def2-TZVPD basis set
C 2.326 -0.104 2.034
H 1.855 -2.337 -0.089
H 3.281 -0.452 1.792
P 0.973 0.846 -0.142
H 2.155 0.914 2.214
H -2.241 2.326 -2.076
H 2.051 -0.725 2.988
C 1.404 -0.457 0.881
H 0.279 -2.211 0.257
H 0.359 0.461 -2.497
H -1.002 0.086 -1.328
C -2.637 1.361 -0.300
C -2.981 1.868 -1.437
H -1.751 1.444 0.241
H -3.366 0.790 0.191
H 1.400 -2.414 1.788
C 1.268 -1.947 0.733
H 0.454 -1.131 -1.823
H -3.951 1.779 -1.911
C 0.123 -0.095 -1.516
```

=====

[9]
Density functional theory data (ωB97M-V with the def2-TZVPD basis set) for a cluster of 2 separate species, C6H14 in total.

Properties
Strongest force on any atom   1.98 eV/Å
Gap between HOMO and LUMO   10.1 eV
Energy above the lowest of the compared OMol25 structures with the same formula, charge and spin   2.2556 eV
Calculated total energy   -6447.15323 eV
LUMO level   1.2 eV

```
20
C6H14 | the OMol25 dataset | ωB97M-V with the def2-TZVPD basis set
H 1.144 1.087 2.587
H -0.371 1.768 0.577
H 0.094 1.141 -1.722
C -1.027 -0.833 -1.634
C 0.126 0.083 -1.953
H -1.079 -1.120 -0.594
H 1.172 -1.530 2.002
H 0.912 -1.122 -3.503
H -1.690 1.024 1.480
C 0.294 0.471 2.309
C 0.648 -0.741 1.444
H -0.309 0.057 3.119
C -0.673 1.399 1.565
H -0.691 2.374 2.070
H -1.902 -0.280 -1.996
H 2.091 0.079 -2.625
H 1.358 -0.434 0.691
H -0.969 -1.775 -2.181
C 1.101 -0.342 -2.776
H -0.229 -1.306 1.140
```

=====

[10]
Density functional theory data (ωB97M-V with the def2-TZVPD basis set) for a cluster of 2 separate species, C6H14 in total.

Properties
Strongest force on any atom   3.58 eV/Å
Gap between HOMO and LUMO   5.2 eV
Energy above the lowest of the compared OMol25 structures with the same formula, charge and spin   7.8832 eV
Calculated total energy   -6441.52565 eV
LUMO level   -0.5 eV

```
20
C6H14 | the OMol25 dataset | ωB97M-V with the def2-TZVPD basis set
H -0.945 0.832 0.282
H 2.207 -1.240 -0.653
H -0.418 -3.319 -0.641
C -0.740 -1.414 0.434
H 1.976 0.306 -1.473
H -2.665 -1.178 -0.547
H -0.369 -1.869 1.414
H 0.628 8.183 -0.020
H -2.711 -2.872 0.284
H 1.520 -0.223 1.551
C 2.248 -0.168 -0.503
C 1.192 0.267 0.570
H 1.342 1.380 0.681
H -0.950 -1.948 -1.699
C -0.229 -0.052 0.209
C -2.273 -1.830 0.265
H 3.274 0.137 -0.214
H 0.428 8.730 -0.497
C -0.784 -2.340 -0.721
H -2.730 -1.383 1.276
```

=====

[11]
Density functional theory data (ωB97M-V with the def2-TZVPD basis set) for the molecule C6H14.

Properties
Strongest force on any atom   2.06 eV/Å
Gap between HOMO and LUMO   11.5 eV
Energy above the lowest of the compared OMol25 structures with the same formula, charge and spin   0.7120 eV
Calculated total energy   -6448.69683 eV
LUMO level   1.2 eV

```
20
C6H14 | the OMol25 dataset | ωB97M-V with the def2-TZVPD basis set
H 1.244 -0.434 -0.191
H -1.641 -0.730 -1.074
C 1.022 1.613 -1.764
H -0.708 0.682 1.791
C 0.190 -0.104 -0.102
H -0.110 -1.021 -1.981
C 0.200 1.382 -0.503
H 0.626 1.994 0.311
H 0.072 -2.206 2.179
H 0.610 1.043 -2.603
H 0.868 -0.045 1.632
C -0.719 -1.458 2.085
H 1.041 2.669 -2.042
C -0.591 -1.025 -1.002
H -0.537 -2.039 -0.585
H 2.057 1.279 -1.611
H -0.828 1.746 -0.635
H -1.058 -1.234 3.110
H -1.574 -1.927 1.579
C -0.165 -0.185 1.405
```

=====

[12]
Density functional theory data (ωB97M-V with the def2-TZVPD basis set) for a structure of composition C6H14BBeCl14.

Properties
Strongest force on any atom   4.76 eV/Å
Gap between HOMO and LUMO (spin up / spin down)   8.6 / 7.6 eV
Multiplicity   2
Calculated total energy   -182834.90244 eV
LUMO level (spin up / spin down)   -0.6 / -3.0 eV

```
36
C6H14BBeCl14 | the OMol25 dataset | ωB97M-V with the def2-TZVPD basis set
C -0.566 -2.121 -3.708
Cl -1.791 -0.870 2.146
Cl -2.070 2.725 1.113
H 0.760 0.008 -1.014
B -0.316 -0.052 -0.958
H -0.764 0.269 -1.886
Cl 1.767 2.169 2.069
H 2.031 1.286 -2.281
C -2.335 3.632 2.637
Cl 1.574 -4.324 -1.549
Cl 3.291 -0.344 2.111
H 1.033 -0.133 1.486
H -0.669 -1.046 -0.732
H 1.642 -2.261 -0.582
Be -2.808 0.186 -0.585
H -3.216 3.249 3.152
C 2.230 -3.155 -0.374
C -2.139 -1.103 3.843
C 1.920 0.495 1.397
H 0.062 -2.552 -2.928
Cl 0.836 2.955 -1.240
H -0.614 0.547 -0.112
H -1.768 -2.088 4.125
H -2.462 4.702 2.470
Cl -3.906 -1.029 4.107
Cl -0.876 3.379 3.663
H -0.212 -1.101 -3.859
Cl 1.920 -3.661 1.310
H 2.155 0.671 0.347
Cl 3.975 -2.799 -0.691
Cl -2.292 -2.178 -3.214
Cl -0.415 -2.884 -5.264
Cl 3.270 3.227 -2.954
Cl 0.653 2.288 -3.979
C 1.776 2.301 -2.586
H -1.678 -0.384 4.520
```